No. 1
Below is one molecule with the formula C24H29FN6O4 at a distorted geometry, with properties calculated with ωB97M-V/def2-TZVPD.

Last column: Löwdin charge in e.
Cartesian coordinates (Å):
C  1.59423  -3.60105  -4.91031  0.00
C  1.20021  -4.23155  -3.62457  -0.32
C  1.51638  -5.44710  -3.07935  -0.02
C  0.88840  -5.49741  -1.81936  0.00
C  0.22553  -4.30361  -1.68188  -0.24
C  -0.52236  -3.79047  -0.57982  -0.28
N  -1.12170  -2.60208  -0.54639  0.18
N  -1.58771  -2.55229  0.68839  -0.17
N  -1.31377  -3.63123  1.37408  0.08
N  -0.65718  -4.42333  0.60854  0.09
C  -2.15975  -1.36837  1.25575  0.00
H  -2.63930  -1.65067  2.19439  0.14
H  -2.88234  -0.93299  0.56331  0.11
C  -0.98057  -0.43262  1.58594  -0.43
O  -0.60671  -0.29201  2.73759  0.06
N  -0.32939  0.11119  0.54174  0.00
C  -0.91713  0.34402  -0.76440  -0.13
H  -1.24148  -0.61169  -1.18163  0.09
H  -0.12806  0.73037  -1.40902  0.13
C  -2.07600  1.35288  -0.70257  -0.14
C  -3.16867  1.02194  -1.72579  -0.26
H  -3.97127  1.75918  -1.64862  0.12
O  -3.77553  -0.22751  -1.47922  -0.07
H  -3.20490  -0.93178  -1.80828  0.08
H  -2.75661  1.06106  -2.74075  0.12
H  -1.70611  2.36139  -0.88728  0.12
H  -2.52430  1.34272  0.29309  0.11
C  1.01555  0.65250  0.76788  -0.13
C  1.93094  0.01893  -0.25592  -0.17
C  2.47303  0.69541  -1.33982  -0.02
C  3.22544  0.01598  -2.28353  0.01
C  3.41905  -1.34322  -2.13432  -0.27
C  2.90337  -2.04192  -1.05765  0.00
C  2.16210  -1.34912  -0.12149  -0.01
H  1.75321  -1.87943  0.72671  0.12
H  3.07985  -3.10196  -0.96422  0.12
F  4.13090  -2.01186  -3.06894  0.05
H  3.65090  0.52955  -3.13111  0.12
H  2.30781  1.75571  -1.44505  0.11
H  1.32179  0.30614  1.76260  0.15
C  0.87222  2.18314  0.82436  -0.42
O  1.10357  2.94370  -0.09342  0.06
N  0.37355  2.56626  2.01049  0.11
H  0.14748  1.86261  2.70200  0.13
C  -0.01192  3.92703  2.31506  -0.28
C  0.63077  4.40129  3.63061  -0.14
H  1.51840  3.81797  3.87027  0.11
H  0.92351  5.44719  3.53840  0.11
C  -0.47413  4.26315  4.67470  -0.19
H  -0.29347  4.87457  5.55690  0.11
H  -0.57109  3.22277  4.98884  0.11
C  -1.71755  4.69362  3.90289  -0.19
H  -2.64267  4.38864  4.38884  0.11
H  -1.72604  5.77927  3.79689  0.11
C  -1.53766  4.03208  2.53512  -0.13
H  -1.96309  3.02685  2.55018  0.11
H  -2.02549  4.59084  1.73870  0.11
H  0.32128  4.52577  1.46435  0.14
O  0.41496  -3.53578  -2.78240  0.09
H  0.90998  -6.29014  -1.10087  0.11
H  2.12494  -6.20618  -3.52611  0.11
H  0.85249  -2.86172  -5.20181  0.09
H  1.68500  -4.35575  -5.68686  0.09
H  2.55712  -3.10090  -4.80588  0.07

Cartesian forces (eV/Å) of the 6 atoms listed first:
-0.0413 0.1386 0.2284
0.4799 -0.8127 -0.2398
-0.0817 0.5623 -0.3981
-0.5298 0.7767 0.2861
0.6244 -1.1643 -0.1691
-0.6936 1.0105 0.4804

Calculated values
LUMO energy   0.0202 Ha
Multiplicity   1
SMILES   Cc1ccc(-c2nnn(CC(=O)N(CCCO)[C@H](C(=O)NC3CCCC3)c3ccc(F)cc3)n2)o1
Gap between HOMO and LUMO   8.90 eV
ΔE to the lowest compared entry with this formula, charge and spin   23.4 kJ/mol
HOMO   -0.30672 Eh



No. 2
Below is C35H31CaClN5O2S as an isolated structure, with properties calculated with ωB97M-V/def2-TZVPD.

Last column: Löwdin charge in e.
Cartesian coordinates (Å):
Ca  -0.10779  0.29479  0.98427  1.38
Cl  -6.69951  -1.68397  3.54219  0.66
C  -5.02800  -1.26507  3.31175  -0.68
C  -4.24953  -0.88866  4.40701  -0.09
C  -2.93396  -0.53616  4.23329  -0.01
C  -2.32144  -0.51525  2.95819  -0.38
O  -1.10143  -0.10275  2.84174  -0.28
C  -3.10549  -0.99864  1.85260  -0.12
C  -2.64845  -1.35774  0.51132  -0.09
N  -1.45209  -1.36316  0.03867  -0.03
C  -1.13657  -1.99483  -1.18652  -0.19
C  -1.84374  -3.16345  -1.49255  -0.02
C  -1.66053  -3.85589  -2.67092  -0.06
C  -0.74432  -3.37393  -3.58058  -0.04
C  0.03026  -2.25705  -3.28368  -0.15
C  0.91581  -1.77318  -4.34625  -0.02
C  1.58674  -0.63641  -4.25149  -0.03
C  1.60084  0.12672  -2.98199  -0.20
N  0.78240  -0.42652  -1.84418  0.08
C  -0.08996  -1.57058  -2.05872  -0.08
C  -4.46251  -1.33026  2.06731  -0.08
H  -4.69299  -0.87439  5.39412  0.11
H  -2.33618  -0.22742  5.08049  0.12
H  -3.46574  -1.72749  -0.11659  0.12
H  -2.54416  -3.54229  -0.76114  0.11
H  -2.23040  -4.75206  -2.87449  0.11
H  -0.60028  -3.86641  -4.53384  0.12
H  0.95023  -2.36034  -5.25545  0.12
H  2.19602  -0.26602  -5.06758  0.12
H  1.36755  1.18528  -3.13842  0.13
H  -5.06072  -1.67068  1.23127  0.11
C  -0.80770  3.31163  2.96502  -0.01
C  0.50791  3.59540  2.30694  -0.30
C  1.21246  4.78095  2.54185  0.00
C  2.41874  4.98574  1.91080  -0.03
C  2.90323  4.01255  1.03986  0.00
C  2.15661  2.86413  0.85981  -0.19
N  0.98383  2.65893  1.49169  0.10
C  2.58864  1.77929  -0.09481  -0.19
C  3.69680  1.97308  -1.04308  0.01
C  3.84001  1.08621  -2.02421  0.01
C  2.91845  -0.07172  -2.17558  -0.14
C  2.03373  -0.42284  -0.97971  -0.32
N  1.91819  0.70426  -0.04754  0.05
C  2.24526  -1.69404  -0.18705  -0.19
C  3.13658  -2.67847  -0.56176  0.01
C  3.19917  -3.82764  0.21966  -0.03
C  2.37070  -3.94647  1.31412  0.00
C  1.48556  -2.91157  1.62147  -0.29
C  0.52325  -3.01768  2.76262  -0.01
N  1.44402  -1.80582  0.87775  0.11
H  -1.22793  4.20606  3.42042  0.09
H  -0.68746  2.54469  3.73223  0.09
H  -1.51627  2.92093  2.23314  0.08
H  0.80167  5.52066  3.21509  0.12
H  2.98401  5.89210  2.08181  0.12
H  3.84286  4.16149  0.53087  0.11
H  4.35472  2.82297  -0.95252  0.10
H  4.63152  1.20642  -2.75418  0.12
H  3.44819  -0.93284  -2.57710  0.14
H  3.77111  -2.57156  -1.42834  0.11
H  3.89011  -4.62130  -0.03205  0.12
H  2.39477  -4.82877  1.93868  0.12
H  0.90623  -3.68208  3.53572  0.09
H  -0.42455  -3.43055  2.40673  0.10
H  0.30743  -2.04031  3.18986  0.07
C  -1.45981  4.06670  -1.51095  -0.23
S  -0.88626  2.38204  -1.66801  0.85
C  -2.03285  1.80946  -2.91117  -0.22
O  -1.33683  1.71237  -0.39492  -0.65
H  -2.50880  4.06143  -1.21654  0.07
H  -1.32092  4.58663  -2.45841  0.06
H  -0.85647  4.54266  -0.73985  0.05
H  -1.98170  2.45865  -3.78486  0.07
H  -3.03321  1.81606  -2.47895  0.07
H  -1.74907  0.79390  -3.18438  0.05

Cartesian forces (eV/Å) of the 6 atoms listed first:
-0.0409 0.4084 0.2852
0.0097 -0.0003 -0.0038
-0.0487 -0.0455 -0.1491
0.1071 0.0615 0.0894
-0.2500 0.1153 0.0056
0.1162 -0.2616 -0.2225

Calculated values
Charge   +1
LUMO energy   -0.1211 Ha
Multiplicity   1
Gap between HOMO and LUMO   6.26 eV
ΔE to the lowest compared entry with this formula, charge and spin   261.6 kJ/mol
HOMO   -0.35097 Eh



No. 3
Below is C25H25AsCl2N2O3OsS as an isolated structure, with properties calculated with ωB97M-V/def2-TZVPD.

Last column: Löwdin charge in e.
Cartesian coordinates (Å):
Os  0.03177  -0.50329  0.07966  1.07
Cl  1.24393  -2.76777  0.97370  0.74
C  0.73504  -2.48502  2.63476  -0.55
C  0.98318  -3.41241  3.62170  -0.09
C  0.51629  -3.12500  4.89831  -0.06
C  -0.17870  -1.95196  5.15670  -0.09
C  -0.41661  -1.04019  4.13962  -0.61
Cl  -1.27995  0.41332  4.46705  0.73
C  0.04142  -1.29586  2.84816  -0.41
N  -0.19133  -0.39006  1.80670  -0.18
H  1.52454  -4.32240  3.40649  0.11
H  0.69505  -3.82602  5.70163  0.11
H  -0.54010  -1.72991  6.15079  0.11
N  1.98663  -0.16486  -0.74667  -0.08
C  2.64495  1.15755  -0.61812  -0.29
C  3.77652  1.36670  -1.39377  -0.04
C  4.43936  2.57797  -1.30710  -0.04
C  3.97848  3.56823  -0.44799  -0.24
C  2.84495  3.33685  0.31608  -0.03
C  2.16775  2.12707  0.23917  -0.04
S  4.87741  5.11998  -0.28454  0.39
O  5.50750  5.28164  -1.58210  -0.36
O  3.83518  6.08111  0.02536  -0.36
O  5.79195  4.83962  0.80816  -0.35
H  1.99383  -0.39228  -1.73888  0.08
H  2.60359  -0.85423  -0.31908  0.07
H  4.13180  0.59138  -2.06628  0.11
H  5.31509  2.78349  -1.90865  0.12
H  2.49075  4.12736  0.96465  0.12
H  1.28365  1.95948  0.84143  0.08
C  -2.72590  -1.41441  -2.39960  -0.25
As  -1.42540  -2.05012  -1.12257  0.95
C  -2.54222  -2.92538  0.19654  -0.27
C  -0.63599  -3.56762  -2.03557  -0.28
H  -3.41496  -2.23626  -2.59175  0.04
H  -2.23452  -1.10498  -3.31808  0.03
H  -3.25686  -0.56131  -1.98099  0.04
H  -3.12036  -3.71765  -0.27760  0.04
H  -3.21309  -2.18618  0.63136  0.04
H  -1.91602  -3.34362  0.98324  0.02
H  -1.43507  -4.14914  -2.49494  0.04
H  -0.10039  -4.18714  -1.31945  0.01
H  0.05207  -3.23060  -2.80937  0.03
C  -0.85707  2.28391  -4.69209  -0.07
C  -0.18158  1.12107  -4.26860  -0.08
C  -0.20006  0.76702  -2.94961  -0.11
C  -0.88840  1.53116  -1.97027  -0.20
C  -0.91897  1.17064  -0.58405  -0.31
C  -1.58785  1.98722  0.29548  -0.12
C  -2.23507  3.16196  -0.14712  -0.07
C  -2.22428  3.51729  -1.46125  -0.03
C  -1.55064  2.70664  -2.40599  -0.16
C  -1.51769  3.05319  -3.77951  -0.02
H  -0.83860  2.56798  -5.73565  0.11
H  0.36113  0.52116  -4.98804  0.11
H  0.33873  -0.12954  -2.65499  0.05
H  -1.61556  1.73929  1.34803  0.07
H  -2.73580  3.78632  0.58191  0.11
H  -2.71165  4.42339  -1.79807  0.11
H  -2.02138  3.95982  -4.09224  0.12

Cartesian forces (eV/Å) of the 6 atoms listed first:
0.1903 0.4548 -0.3100
-0.0233 -0.0076 0.2689
-0.0976 0.0536 -0.1077
-0.0125 0.0840 0.0389
-0.0077 -0.0296 0.0357
0.0209 0.0154 -0.0546

Calculated values
LUMO energy   -0.0546 Ha
Multiplicity   1
Gap between HOMO and LUMO   5.76 eV
ΔE to the lowest compared entry with this formula, charge and spin   79.9 kJ/mol
HOMO   -0.26626 Eh



No. 4
Below is C26H34N6O6S2Sc as an isolated structure, with properties calculated with ωB97M-V/def2-TZVPD.

Last column: Löwdin charge in e.
Cartesian coordinates (Å):
Sc  -0.61779  -0.32390  0.22293  0.80
O  1.63421  3.33253  -1.28497  0.18
C  0.94336  2.39874  -0.65776  -0.43
O  1.02589  1.21522  -0.91256  0.05
C  0.02566  2.89279  0.40009  -0.15
C  -0.19322  4.21109  0.74360  0.05
C  -1.12594  4.47000  1.74482  0.00
C  -1.79638  3.42020  2.34762  0.05
C  -1.49968  2.12836  1.93571  -0.13
N  -0.60739  1.88493  0.98983  0.11
C  -2.14762  0.86141  2.47156  -0.54
O  -3.07167  0.90434  3.25424  0.10
O  -1.60160  -0.19961  1.97407  -0.18
H  2.16385  2.92349  -1.98243  0.15
H  0.34136  5.00629  0.24308  0.13
H  -1.32985  5.49027  2.04116  0.12
H  -2.53982  3.57078  3.11800  0.13
C  -3.43157  -2.54080  3.97094  -0.04
N  -2.70784  -2.84108  2.74460  -0.02
C  -3.05220  -2.38600  1.55431  -0.84
N  -4.21486  -1.76120  1.40991  0.16
S  -2.05269  -2.66834  0.18133  0.72
H  -2.90527  -2.99328  4.80576  0.10
H  -4.43770  -2.96363  3.93546  0.10
H  -3.48635  -1.46282  4.12854  0.08
H  -1.80282  -3.27122  2.79513  0.13
H  -4.72391  -1.40331  2.20284  0.11
H  -4.42950  -1.39146  0.50236  0.11
C  2.16459  -5.06031  1.90349  -0.10
C  2.86656  -5.07997  0.54954  -0.25
C  1.92593  -4.84644  -0.63237  -0.18
C  1.27724  -3.46584  -0.65549  -0.23
N  2.28517  -2.41360  -0.79845  0.05
C  2.55555  -1.41490  0.03304  -0.72
S  1.56316  -1.06620  1.40967  0.72
N  3.65865  -0.70011  -0.21432  0.02
C  4.17623  0.44424  0.53227  -0.20
C  5.62457  0.24082  0.97220  -0.19
C  5.81179  -0.64844  2.20352  -0.25
C  5.38332  -2.10388  2.03600  -0.11
H  2.86176  -5.29835  2.70798  0.07
H  1.35839  -5.79858  1.93221  0.08
H  1.73742  -4.07957  2.12314  0.04
H  3.35875  -6.04508  0.41128  0.11
H  3.66576  -4.33187  0.54082  0.09
H  1.11739  -5.58317  -0.61181  0.12
H  2.45904  -5.00988  -1.57470  0.12
H  0.72727  -3.27506  0.25437  0.03
H  0.58894  -3.38166  -1.48820  0.08
H  2.86668  -2.49708  -1.62143  0.16
H  4.24347  -1.01367  -0.97429  0.15
H  3.53133  0.59580  1.39183  0.08
H  4.09739  1.33027  -0.10480  0.11
H  6.04482  1.22661  1.18470  0.11
H  6.20576  -0.15520  0.12980  0.11
H  5.27068  -0.20547  3.04566  0.11
H  6.86982  -0.61916  2.47507  0.11
H  4.30066  -2.20593  1.94984  0.04
H  5.69246  -2.69256  2.90103  0.08
H  5.84310  -2.55379  1.15073  0.08
O  -2.17526  0.55632  -0.96772  -0.03
C  -1.86488  -0.17345  -1.94944  -0.46
N  -0.71426  -0.86165  -1.91610  0.03
C  -0.65297  -1.67576  -3.05564  -0.39
O  0.23230  -2.45247  -3.31028  0.10
C  -1.88601  -1.40081  -3.86827  -0.08
C  -2.31935  -1.92593  -5.06502  0.02
C  -3.53799  -1.46069  -5.55846  -0.05
C  -4.28083  -0.50728  -4.87180  -0.05
C  -3.83883  0.01462  -3.65770  0.01
C  -2.63431  -0.45538  -3.17892  -0.09
H  -1.74060  -2.67314  -5.59262  0.13
H  -3.91637  -1.84693  -6.49681  0.11
H  -5.22179  -0.17003  -5.28886  0.11
H  -4.41413  0.75608  -3.11709  0.12

Cartesian forces (eV/Å) of the 6 atoms listed first:
0.2559 0.0017 0.1587
-0.0601 0.2251 0.1271
0.0087 -0.0028 -0.0597
-0.1145 -0.2185 -0.0278
-0.0245 0.0116 0.0262
0.0439 0.0407 -0.0210

Calculated values
Charge   +1
LUMO energy   -0.1186 Ha
Multiplicity   1
Gap between HOMO and LUMO   8.01 eV
ΔE to the lowest compared entry with this formula, charge and spin   17.1 kJ/mol
HOMO   -0.41284 Eh